1.
The following is a quantum chemistry calculation of an isolated molecule of C3H3N5O in a non-equilibrium geometry, from the Open Molecules 2025 dataset.

Values from the calculation:
Gap between HOMO and LUMO in eV: 8.22
SMILES string: Nc1ncnnc(=O)n1
Relative energy (zero: lowest compared OMol25 entry of this formula, charge and spin) in kcal per mole: 16.73
Energy in Eh: -465.0740

Structure (ORCA input):
```
! RIJCOSX wB97M-V def2-TZVPD def2/J DEFGRID3
* xyz 0 1
N -0.329 0.778 2.037
C -0.189 0.430 0.725
N -1.090 -0.601 0.247
C -0.730 -1.347 -0.752
N 0.547 -1.518 -1.371
N 1.407 -0.601 -1.495
C 0.957 0.764 -1.259
O 0.974 1.521 -2.211
N 0.658 1.038 -0.007
H -0.982 0.201 2.680
H 0.190 1.521 2.447
H -1.414 -2.185 -1.041
*
```

=====

2.
The following is a quantum chemistry calculation of an isolated molecule of C3H3NO in a non-equilibrium geometry, from the Open Molecules 2025 dataset.

Values from the calculation:
Gap between HOMO and LUMO in eV: 11.04
SMILES string: O=C1[C@H]2CN12
Relative energy (zero: lowest compared OMol25 entry of this formula, charge and spin) in kcal per mole: 65.32
Energy in Eh: -245.9874

Structure (ORCA input):
```
! RIJCOSX wB97M-V def2-TZVPD def2/J DEFGRID3
* xyz 0 1
O -2.388 -0.076 -0.252
C -1.233 -0.068 -0.018
C -0.050 -0.874 0.170
C 0.915 0.511 -0.283
N -0.240 0.724 0.506
H 0.242 -1.508 0.984
H 1.854 0.609 0.242
H 0.900 0.681 -1.348
*
```

=====

3.
The following is a quantum chemistry calculation of a cluster of 2 separate species, C3H3NO in total in a non-equilibrium geometry, from the Open Molecules 2025 dataset.

Values from the calculation:
Gap between HOMO and LUMO in eV: 9.07
SMILES string: C=C=O.C#N
Relative energy (zero: lowest compared OMol25 entry of this formula, charge and spin) in kcal per mole: 56.42
Energy in Eh: -246.0016

Structure (ORCA input):
```
! RIJCOSX wB97M-V def2-TZVPD def2/J DEFGRID3
* xyz 0 1
C -0.258 -0.810 -0.071
C -1.338 -0.050 -0.021
O -2.202 0.631 0.360
H 0.197 -1.222 -0.953
H -0.085 -1.308 0.877
C 1.144 0.801 -0.029
N 2.211 0.392 0.176
H 0.368 1.500 -0.278
*
```

=====

4.
The following is a quantum chemistry calculation of an isolated molecule of C3H3NO in a non-equilibrium geometry, from the Open Molecules 2025 dataset.

Values from the calculation:
Gap between HOMO and LUMO (spin up / spin down) in eV: 9.54 / 7.55
Relative energy (zero: lowest compared OMol25 entry of this formula, charge and spin) in kcal per mole: 82.58
Energy in Eh: -245.9599

Structure (ORCA input):
```
! RIJCOSX wB97M-V def2-TZVPD def2/J DEFGRID3
* xyz 0 1
O 1.627 -1.338 -0.829
C 1.097 -0.328 -0.625
C 0.276 0.266 0.533
C -1.058 0.126 -0.194
N -2.136 0.063 0.339
H -0.725 0.144 -1.334
H 0.483 1.335 0.631
H 0.437 -0.269 1.479
*
```